Molecular formula: FH3NOP
Method: DFT, ωB97M-V/def2-TZVPD

```
7
Properties=species:S:1:pos:R:3:forces:R:3:nbo_charge:R:1
F 1.4947 0.9421 0.6325 -0.8 -1.2 -2.3 -0.57
O -1.0299 0.9129 -0.2941 -1.6 -0.8 -0.6 -0.97
H -0.6507 -1.4005 0.5693 -2.4 0.2 1.1 0.39
P 0.4151 0.4048 -0.7189 1.5 0.3 3.5 1.44
H 0.8752 -1.5192 0.3764 1.2 -0.6 -0.2 0.38
N 0.0549 -1.1580 -0.0483 2.3 0.8 -1.3 -1.18
H -1.1594 1.8179 -0.5170 -0.2 1.4 -0.3 0.50
```
Forces are in eV/Å.

- frontier orbital gap (alpha / beta) (hartree) = 0.222 / 0.257
- total charge = 0
- relative energy (zero: lowest compared OMol25 entry of this formula, charge and spin) (kJ/mol) = 95.7
- lowest unoccupied orbital energy (alpha / beta) (eV) = 0.8 / -3.6
- 2S+1 = 3

Molecular formula: C38H30N3O2P2RhS3
Method: DFT, ωB97M-V/def2-TZVPD

```
79
Properties=species:S:1:pos:R:3:forces:R:3:mulliken_charge:R:1
C 13.6279 11.6573 17.0723 1.2 -0.2 1.5 -0.33
Rh 8.5159 10.9520 12.5755 1.9 4.0 -1.5 -0.71
C 13.9501 12.4674 15.9865 0.8 1.1 0.5 -0.64
C 11.2626 14.0394 9.3514 0.3 -0.2 2.0 -0.61
N 6.7559 10.2508 11.7945 1.2 -1.3 -1.1 0.23
C 12.6525 10.6841 17.0256 -0.5 -0.4 -1.3 -0.70
H 4.4286 14.0805 14.1509 -0.3 0.0 0.3 0.37
H 9.3364 18.4073 11.9425 0.4 -0.5 0.5 0.34
C 12.4272 14.5781 11.4486 -0.7 -0.8 -1.2 -0.38
C 5.7446 8.0556 17.0021 -0.1 -1.2 3.3 -0.74
C 12.1950 10.7071 10.4193 1.0 0.1 -1.7 -0.50
C 11.3848 13.9235 10.7913 -0.8 1.3 -1.9 0.99
O 4.1028 12.1671 14.6822 -0.1 -0.5 0.5 -0.60
C 13.0579 10.5645 9.2930 -1.6 0.0 -0.2 -0.56
C 4.8880 13.1225 14.5253 -2.3 0.5 -1.4 -0.38
N 7.3790 10.8761 14.3736 3.6 1.2 3.2 -0.10
H 14.6315 10.9948 12.8035 -0.4 0.1 -0.1 0.37
H 7.3323 9.9954 9.8287 -0.2 -0.1 0.2 0.40
C 6.1448 9.1581 16.3309 1.1 2.9 -1.5 0.20
H 14.2858 15.4710 8.7765 -0.7 0.5 -0.2 0.34
C 4.5756 9.5262 12.4198 -0.8 -0.6 -0.4 -0.86
H 12.6199 10.5550 8.2568 0.4 -0.2 1.3 0.34
H 3.7579 9.7318 13.1618 0.7 -0.6 -0.9 0.53
C 13.3717 15.1674 10.6501 2.0 0.6 0.0 -0.84
H 14.2530 11.7307 18.0101 -1.0 0.3 -1.0 0.30
H 8.1768 10.6181 18.7438 -0.1 -0.3 -0.6 0.44
H 14.7039 13.2814 16.1316 -0.7 -0.9 -0.3 0.35
S 8.2950 12.6932 10.7505 0.8 0.4 0.5 -0.60
H 3.5043 8.4417 10.8609 -1.2 -0.4 -0.2 0.49
H 5.1996 8.8028 9.2135 0.4 -0.2 -0.1 0.36
C 5.8828 10.0299 12.7484 -2.5 -0.7 2.6 0.73
S 10.2103 9.3984 12.8674 0.9 -1.3 0.6 -0.59
C 12.2230 14.6765 8.5919 0.9 0.2 0.5 -0.75
C 9.2719 15.0675 13.9251 -0.9 0.8 -0.1 -0.04
H 12.1517 14.6916 7.5123 0.0 0.0 0.0 0.42
H 8.7973 18.3998 14.3766 0.1 -0.3 -0.1 0.36
C 6.3037 10.1677 14.1433 -3.4 -1.5 -2.0 0.25
C 7.1366 10.1229 16.8755 -1.0 -1.7 0.0 0.87
C 13.2898 12.3108 14.7990 -0.8 -2.0 -1.1 -0.23
P 9.9274 13.4939 11.7659 -0.4 -1.4 -0.1 1.07
S 7.9938 11.2502 15.9493 -1.8 -0.6 -3.2 -0.01
C 6.2739 7.8078 18.2974 -0.2 0.5 -2.0 -0.60
C 14.1252 10.8980 11.8461 -0.7 -0.9 -0.8 -0.50
C 9.0004 16.2945 14.5608 0.5 -1.6 1.2 -0.60
H 6.0168 6.8810 18.7869 0.0 0.1 0.3 0.41
H 9.9795 16.4319 10.8358 0.4 -0.7 -0.5 0.44
H 12.5321 14.5685 12.5142 -0.1 0.1 0.4 0.62
C 14.9273 10.6454 10.7238 1.4 0.9 2.6 -0.48
C 12.7158 10.8361 11.6860 1.6 0.5 1.1 0.58
H 16.0095 10.7148 10.9704 -0.7 -0.4 -0.8 0.32
O 6.1032 13.1517 14.5611 2.7 -0.1 0.7 -0.29
C 9.0653 17.4656 13.8797 0.0 1.2 -0.6 -0.51
H 7.6387 8.5381 19.8173 -0.7 0.2 -0.9 0.28
H 14.2838 15.5304 11.1412 -0.4 0.1 -0.2 0.32
C 14.4251 10.4555 9.4742 -0.2 -0.1 -0.7 -0.64
H 8.8110 16.3036 15.6368 -0.3 -0.1 -0.4 0.38
H 4.7481 9.0017 14.8472 -0.2 -0.3 -0.4 0.23
C 6.5589 9.7649 10.5632 0.0 0.7 -0.1 -0.28
C 7.1595 8.7344 18.8246 1.0 0.3 1.7 -0.54
P 11.5271 10.9781 13.0517 -1.7 0.0 -0.7 1.08
H 11.1300 10.7653 10.2951 -0.4 -0.1 -0.2 0.34
C 12.0939 10.3416 15.7503 0.2 1.8 0.6 -0.50
C 12.4203 11.1615 14.6478 0.1 0.7 0.4 0.54
C 9.5881 15.1106 12.5775 0.9 -1.5 -0.2 0.61
C 7.5480 9.9176 18.1796 -0.3 -1.0 1.0 -0.80
C 9.7753 16.3021 11.8763 -1.2 1.0 1.0 -0.52
H 11.3017 9.6113 15.6622 0.1 -0.2 -0.1 0.46
H 13.5008 12.8922 13.8952 0.0 0.1 0.5 0.35
H 10.4039 13.5955 8.8909 -0.4 -0.2 -0.2 0.50
N 5.6294 9.4093 15.0834 1.3 0.9 0.6 0.31
C 9.4356 17.4795 12.5352 -0.3 0.4 -0.6 -0.52
C 13.3345 15.2358 9.2588 -0.3 -1.3 0.3 -0.59
H 12.3160 10.2354 17.9648 0.2 -0.3 -0.6 0.41
H 4.9415 7.4146 16.6729 0.1 -0.1 -0.5 0.39
H 15.1134 10.2077 8.6747 -0.2 0.2 -0.2 0.40
C 5.4124 9.0990 10.2296 -0.2 -0.5 -0.9 -0.88
H 9.0643 14.1072 14.4035 0.3 0.3 0.0 0.12
C 4.3903 8.9194 11.1545 1.2 2.2 2.7 -0.57
C 10.1766 12.0470 12.7024 0.8 0.7 1.1 0.15
```
Forces are in eV/Å.

- frontier orbital gap (alpha / beta) (hartree) = 0.183 / 0.170
- total charge = 0
- relative energy (zero: lowest compared OMol25 entry of this formula, charge and spin) (kJ/mol) = 398.1
- lowest unoccupied orbital energy (alpha / beta) (eV) = -0.2 / -2.3
- 2S+1 = 5

Molecular formula: C6H11NO
Method: DFT, ωB97M-V/def2-TZVPD

```
19
Properties=species:S:1:pos:R:3:forces:R:3:nbo_charge:R:1
H -1.3712 -2.1554 0.3352 -0.2 3.7 -1.3 0.17
C 0.9635 -0.3260 -0.0270 5.9 -3.2 -0.3 -0.08
H 0.7046 1.0761 1.2144 2.7 -2.2 2.3 0.22
C 1.7656 0.5013 -1.0424 -2.3 -2.4 -3.3 -0.64
C -1.4174 -0.9786 -0.2693 1.4 -7.3 -0.5 -0.13
N -0.3491 -0.0963 0.0448 -4.1 -1.8 -2.2 -0.47
H 1.0030 -0.6899 2.0495 0.8 0.7 0.2 0.22
H -3.0093 0.0052 1.0789 1.6 0.4 -1.6 0.25
H 2.4572 0.4141 1.3546 -0.2 -0.9 0.5 0.22
H -2.9184 0.0225 -0.7021 -3.3 1.3 -2.8 0.23
H -1.4369 -1.4082 -1.4884 -0.1 1.6 3.2 0.17
H 1.6376 1.5266 -0.6536 1.3 -0.2 -0.6 0.25
H 1.1820 -1.4485 -0.0746 -0.7 1.2 -1.0 0.20
O -0.7990 2.1257 0.0834 -1.4 -0.2 -0.5 -0.59
C 1.4337 0.0118 1.3160 -1.9 4.8 1.1 -0.60
C -1.1795 0.9666 0.0107 2.8 3.0 2.1 0.67
C -2.3590 0.1091 0.1242 -2.2 -1.3 2.2 -0.54
H 0.9099 0.4237 -1.9077 2.6 0.6 1.0 0.20
H 2.7826 -0.0800 -1.4468 -2.6 2.3 1.4 0.25
```
Forces are in eV/Å.

- frontier orbital gap (hartree) = 0.369
- total charge = 0
- relative energy (zero: lowest compared OMol25 entry of this formula, charge and spin) (kJ/mol) = 547.2
- lowest unoccupied orbital energy (eV) = 0.8

Molecular formula: C23H27N3O2S2
Method: DFT, ωB97M-V/def2-TZVPD

```
57
Properties=species:S:1:pos:R:3:forces:R:3:nbo_charge:R:1
H -0.6227 2.2268 -1.2506 -0.8 0.3 3.2 0.20
H -3.6455 1.5772 2.1926 1.8 -3.2 0.4 0.18
C -0.9621 -1.2929 -3.2458 1.3 -4.3 -1.8 0.67
H 2.4995 -4.5714 -2.5449 -0.7 -1.4 0.4 0.23
C 0.2930 0.5339 -2.5166 5.7 7.7 -1.7 -0.03
H 0.0907 -0.6977 2.6213 2.3 0.2 -2.0 0.20
C -3.5631 -3.6870 -1.6726 -1.5 -5.5 3.3 -0.46
C 2.0747 -0.9607 -2.1203 6.6 -2.1 -3.1 -0.38
H 2.3510 0.9677 -1.9082 1.2 1.4 -0.6 0.23
H -1.1070 -0.4251 -1.2576 1.6 0.4 -4.7 0.41
H -1.8946 -3.9277 -4.3923 -0.2 1.8 1.0 0.25
N 1.1731 0.9195 2.5004 3.6 9.0 2.6 -0.46
C 1.6774 0.2334 -1.6147 -4.9 3.9 -1.8 -0.04
H -4.1518 -4.1915 -0.8061 0.7 0.5 -2.0 0.22
H 1.7276 -0.9422 1.9241 3.8 -2.5 0.1 0.19
C -2.9912 -4.3246 -2.8181 -10.2 -5.1 8.9 -0.25
H 0.4796 2.6611 -2.5110 1.7 1.9 -0.2 0.20
C 3.4087 -2.6823 -3.2772 -7.2 3.1 11.3 -0.19
H 0.7595 4.1144 5.4724 1.0 2.6 2.8 0.22
C 0.1568 3.3455 5.2139 0.1 -1.5 -5.3 -0.25
H -3.4560 -5.2053 -3.0364 -0.6 -2.4 -1.3 0.22
H 3.7019 -0.4714 -3.6674 -1.3 -2.2 2.5 0.20
C 1.9666 1.7066 0.2851 -9.1 -1.0 1.7 -0.20
H -3.0883 -0.3282 1.7942 -1.0 0.4 -0.6 0.20
C 0.3778 1.8471 3.2848 -2.2 -3.2 -1.3 0.11
O -1.5541 0.7456 2.2485 -1.6 1.8 3.8 -0.52
H 2.6763 2.1086 -0.1770 6.3 2.5 -4.4 0.20
H 3.8140 -3.0828 -3.9883 5.3 -3.6 -7.7 0.18
H 0.0663 -1.2719 -0.0027 1.2 3.4 1.5 0.14
H 0.5182 0.4234 -3.6107 0.7 1.0 0.6 0.25
C 2.6152 -3.5505 -2.3708 1.2 6.4 -2.6 -0.47
C -2.0139 -2.4028 -2.7304 3.9 4.7 0.4 -0.30
S -2.5962 -2.5419 -1.0730 0.8 3.2 -2.1 0.53
C -1.9798 2.5259 4.0897 12.5 -0.4 -0.3 -0.26
H 2.0753 2.7278 4.1684 -1.2 0.5 0.2 0.21
C -2.3224 -3.5160 -3.4167 8.6 5.2 -9.3 -0.24
C -1.2156 3.3317 5.1093 0.9 -4.5 -5.0 -0.17
H 2.5614 2.4572 2.3148 0.3 1.2 -0.6 0.23
N -0.6343 -0.3077 -2.4107 -9.1 -6.4 7.3 -0.64
C 1.0230 -0.2430 1.9559 -10.7 -2.9 -1.2 -0.19
H -2.8773 2.2341 4.1471 -7.0 -1.2 0.6 0.18
C 2.2375 1.6506 1.7045 1.5 -5.1 3.2 -0.24
H -1.7990 3.8392 5.6907 -3.1 3.1 3.7 0.19
C 3.1830 -1.3243 -2.8951 2.6 3.2 -5.8 -0.23
H -1.1516 2.2142 -2.9225 1.4 -0.4 1.3 0.21
C 0.9568 2.7545 4.1295 -0.6 -1.2 1.9 -0.21
H -3.3561 0.1770 3.3291 -0.6 -1.1 4.6 0.17
N 1.3349 0.4686 -0.3059 11.4 4.8 -3.0 -0.51
C 0.4928 0.0147 0.4703 -8.3 -9.5 4.1 -0.11
C -1.0723 1.6420 3.2483 -1.0 2.6 0.7 0.30
C -0.2707 2.0422 -2.1787 -0.9 -3.3 -5.3 -0.61
O -0.2683 -1.5394 -4.2837 -2.5 1.0 2.2 -0.65
H -0.4128 0.5728 0.3214 -1.5 0.3 1.5 0.15
H 3.0206 0.7901 1.8356 -0.2 1.9 -0.4 0.18
C -2.9976 0.5151 2.4717 1.1 3.6 -6.2 -0.24
H 1.1061 2.4449 0.1277 0.8 -0.1 0.4 0.16
S 1.5850 -2.3249 -1.6456 -4.1 -9.5 4.3 0.62
```
Forces are in eV/Å.

- frontier orbital gap (hartree) = 0.270
- total charge = 0
- relative energy (zero: lowest compared OMol25 entry of this formula, charge and spin) (kJ/mol) = 2097.6
- lowest unoccupied orbital energy (eV) = 0.1

Strongest force on any atom across the listed records, respectively: 3.82; 4.94; 7.47; 14.48 eV/A.
Calculated total energy across the listed records, respectively: -572.87006; -3768.43110; -365.02304; -2003.03994 Eh.